1.
DFT (ωB97M-V/def2-TZVPD) results for a single C6H12O molecule.

The geometry in XYZ format:
```
19
Properties=species:S:1:pos:R:3:forces:R:3:lowdin_charge:R:1
C 0.24912 1.84852 1.15915 -0.1 0.0 0.0 -0.077
C 1.03282 1.09981 0.09472 0.0 0.2 -0.1 -0.270
C 0.33491 0.89894 -1.27655 0.2 0.4 0.1 -0.068
C 0.61293 -0.25109 -0.37529 0.1 -0.1 0.1 -0.293
C -0.50581 -1.00427 0.27908 -0.1 0.3 -0.4 -0.434
C -1.10445 -1.92218 -0.77177 -0.1 -0.1 0.0 -0.032
O -0.00769 -1.68369 1.42038 0.0 0.0 0.1 -0.022
H -0.82418 1.80027 0.95775 0.1 0.1 0.1 0.072
H 0.53937 2.90381 1.16549 -0.1 -0.1 0.0 0.076
H 0.40972 1.46580 2.17739 0.1 0.0 -0.2 0.078
H 2.11260 1.20752 0.23133 -0.3 0.3 -0.6 0.132
H -0.69639 1.26278 -1.32650 0.3 -0.1 0.2 0.111
H 0.80541 0.92321 -2.26059 0.3 0.2 0.5 0.101
H 1.44477 -0.86549 -0.72110 -0.2 -0.1 0.2 0.155
H -1.28638 -0.28870 0.58080 0.1 -0.1 0.0 0.137
H -0.96921 -1.35877 -1.70379 -0.2 -0.5 -0.1 0.079
H -2.17294 -2.10814 -0.64686 0.1 -0.1 0.2 0.077
H -0.57320 -2.87820 -0.81668 0.0 0.2 -0.1 0.089
H 0.59859 -1.05014 1.83305 -0.2 -0.4 0.1 0.088
```
Forces are in eV/Å.

Summary:
gap between HOMO and LUMO = 11.09 eV
net charge = 0
energy above the lowest of the compared OMol25 structures with the same formula, charge and spin = 129.17 kJ/mol
energy = -311.01008 Ha
max |F| = 0.75 eV/A
LUMO energy = 1.0 eV

=====

2.
DFT (ωB97M-V/def2-TZVPD) results for a molecular structure, C13H20NO6PtTe in a non-equilibrium geometry.

The geometry in XYZ format:
```
42
Properties=species:S:1:pos:R:3:forces:R:3:lowdin_charge:R:1
Pt -0.07940 0.05869 -0.91496 2.6 -0.1 1.9 1.304
O 1.48334 3.82821 -0.41743 -0.5 0.0 -0.6 0.174
C 0.98528 2.79244 -0.09477 0.4 -0.7 0.7 -0.530
O 0.15599 2.06860 -0.87380 -0.5 0.3 -1.2 -0.174
C 1.19610 2.22612 1.29507 -0.1 0.2 -0.2 -0.105
C -0.07108 1.53880 1.78983 0.2 0.5 0.7 -0.224
C 0.03478 1.30962 3.29494 -0.1 -0.4 -0.1 -0.067
C 1.08910 0.15970 3.36505 -0.5 -0.2 -0.2 -0.066
C 1.40515 -0.08222 1.88521 0.6 0.5 0.8 -0.219
O 0.08570 0.17275 1.27694 -0.7 -0.3 -1.5 -0.200
C 2.23818 1.07841 1.34903 0.2 -0.7 -1.2 -0.089
C 2.76486 0.71122 -0.08032 -0.8 0.5 1.7 -0.593
O 3.76450 1.27095 -0.43840 0.1 -0.5 -0.9 0.135
O 2.01758 -0.20592 -0.64521 0.4 -0.1 -1.3 -0.240
H 1.48714 3.07824 1.90416 0.0 -0.1 0.2 0.170
H -1.00074 1.96998 1.43450 -0.1 -0.1 -0.1 0.160
H 0.33932 2.21236 3.81825 0.0 0.0 -0.1 0.129
H -0.92745 0.99151 3.69281 0.0 0.0 0.1 0.121
H 1.98042 0.41910 3.93019 0.0 0.0 -0.1 0.130
H 0.65728 -0.74383 3.79377 0.0 0.1 0.1 0.118
H 1.76580 -1.07032 1.62927 -0.2 0.0 -0.1 0.157
H 3.14202 1.31000 1.90352 -0.2 0.1 0.4 0.166
N -1.44200 0.69535 -4.70644 0.3 -0.2 -0.1 0.256
C -1.24007 0.58752 -3.41581 0.1 0.0 -0.1 -0.453
O -0.26721 -0.11286 -2.97581 0.1 0.6 0.9 -0.127
C -2.11761 1.24626 -2.42951 -0.4 0.2 0.1 -0.160
C -2.06782 0.37856 -1.18467 -0.1 -0.1 0.4 -0.271
H -0.80426 0.25206 -5.35174 0.0 0.0 0.0 0.150
H -2.17506 1.27715 -5.07460 -0.1 0.0 0.0 0.144
H -3.13711 1.39670 -2.78957 0.0 0.0 -0.1 0.138
H -1.68579 2.23293 -2.23359 0.0 -0.1 0.1 0.133
H -2.54986 -0.58885 -1.33965 -0.1 0.1 0.0 0.055
H -2.52455 0.88133 -0.33479 0.0 0.0 0.1 0.082
C 0.63926 -4.53063 -0.89990 0.8 0.4 0.6 -0.338
Te -0.31988 -2.62183 -0.98324 -1.8 0.1 -0.9 1.415
C -1.62211 -2.89514 0.67173 0.2 -0.2 0.1 -0.379
H 1.00607 -4.71393 0.10480 0.1 -0.1 0.0 0.019
H 1.45118 -4.54577 -1.61981 0.0 0.0 0.0 0.020
H -0.15431 -5.21624 -1.17885 -0.1 0.1 0.0 0.021
H -2.44535 -3.53959 0.37717 0.0 0.0 0.0 0.018
H -1.99081 -1.92140 0.98171 0.0 0.0 0.0 0.002
H -1.06657 -3.35605 1.48493 0.0 0.1 0.0 0.019
```
Forces are in eV/Å.

Summary:
gap between HOMO and LUMO (spin up / spin down) = 6.22 / 6.22 eV
net charge = +1
energy above the lowest of the compared OMol25 structures with the same formula, charge and spin = 195.18 kJ/mol
energy = -1400.60707 Ha
max |F| = 3.24 eV/A
LUMO energy (spin up / spin down) = -5.5 / -5.5 eV

=====

3.
DFT (ωB97M-V/def2-TZVPD) results for 12 unconnected molecules or ions with the total composition H24O12 in a non-equilibrium geometry.

The geometry in XYZ format:
```
36
Properties=species:S:1:pos:R:3:forces:R:3:lowdin_charge:R:1
O 0.75513 0.61331 0.47789 -0.7 -0.7 -0.5 -0.072
H 0.16212 -0.01087 0.04461 0.0 -0.2 -0.1 0.047
H 0.17048 1.15389 1.02099 0.4 0.3 -0.2 0.013
O -0.99843 -3.56731 1.88872 0.0 -0.1 0.7 -0.065
H -0.73946 -3.62474 2.81534 -0.2 0.1 0.0 0.037
H -0.79951 -4.44156 1.53502 -0.1 0.4 0.1 0.006
O 2.47040 0.62407 -3.33942 0.1 -0.3 0.0 -0.054
H 2.66862 0.14987 -2.52404 0.0 0.2 0.1 0.025
H 3.05124 0.21911 -3.99334 0.0 0.1 0.0 0.038
O -0.38779 0.12579 3.53277 -0.1 -0.1 0.0 -0.055
H -0.09527 0.18914 2.61658 0.2 -0.2 0.1 -0.008
H 0.25429 -0.46401 3.94370 0.0 0.1 -0.1 0.041
O 0.01859 -4.13440 -0.44193 0.2 -0.4 -0.2 -0.055
H 0.86255 -4.28476 -0.00134 0.0 0.1 -0.1 0.045
H -0.48791 -4.93341 -0.25741 0.0 0.0 -0.4 0.033
O 4.57954 0.76083 2.16786 0.0 0.2 -0.1 -0.052
H 4.63454 1.46190 2.82700 0.0 -0.1 0.0 0.040
H 4.38528 1.22602 1.34636 0.2 -0.2 0.0 0.022
O -2.46873 0.85616 -4.51786 0.1 0.6 -0.7 -0.070
H -1.85957 0.87336 -3.77112 -0.1 -0.5 -0.1 -0.005
H -2.20348 1.61170 -5.05433 -0.1 -0.1 -0.2 0.038
O 1.69378 2.20026 1.99324 0.3 1.0 0.5 -0.056
H 1.47620 3.13777 2.04541 0.0 0.0 0.2 0.057
H 2.47704 2.17216 1.43225 -0.3 -0.2 0.0 0.028
O -2.08443 3.65506 2.94438 0.2 0.1 -0.2 -0.057
H -2.04459 4.27118 2.20424 -0.1 0.0 0.1 0.033
H -2.04762 2.78631 2.52857 -0.1 0.0 0.1 0.013
O -2.34518 0.47560 -2.02009 0.3 0.1 0.5 -0.057
H -3.05562 1.06583 -2.29558 -0.1 -0.1 0.0 0.048
H -1.61009 1.06802 -1.82603 -0.1 0.0 0.4 0.044
O -3.76673 1.15935 0.85382 -0.1 0.0 0.1 -0.063
H -3.65516 0.49855 1.54655 0.0 0.0 0.0 0.040
H -4.44671 0.78655 0.28142 0.1 0.0 0.0 0.035
O 1.55488 -2.82529 -3.19414 0.3 0.1 0.0 -0.051
H 1.79394 -1.97207 -2.81486 -0.2 -0.1 -0.1 0.006
H 2.08768 -2.88338 -3.99523 -0.1 0.0 0.0 0.034
```
Forces are in eV/Å.

Summary:
gap between HOMO and LUMO = 10.92 eV
net charge = 0
energy above the lowest of the compared OMol25 structures with the same formula, charge and spin = 355.65 kJ/mol
energy = -917.18990 Ha
max |F| = 1.16 eV/A
LUMO energy = 0.0 eV